No. 1
Entry from the Open Molecules 2025 dataset: a molecular structure, C25H20ClNO4S (the ωB97M-V functional and the def2-TZVPD basis).

Element x y z (Å)
N -10.426 0.892 -0.039
C -9.253 0.857 -0.033
C -7.810 0.818 -0.073
C -7.127 -0.402 0.007
C -5.751 -0.453 -0.253
C -5.098 0.722 -0.636
S -3.563 0.668 -1.607
C -2.247 0.422 -0.514
Cl -0.798 0.446 -1.322
O -3.669 -0.467 -2.494
O -3.555 2.012 -2.166
C -5.718 1.965 -0.458
C -7.090 2.010 -0.225
H -7.692 -1.312 0.226
H -5.207 -1.391 -0.193
H -2.331 0.830 0.487
H -5.166 2.892 -0.563
H -7.607 2.971 -0.206
C 2.707 1.244 5.909
C 1.719 1.669 4.812
C 2.083 0.783 3.662
C 3.205 0.005 4.050
O 3.665 0.296 5.300
C 3.783 -0.944 3.189
C 3.296 -1.015 1.905
C 2.251 -0.141 1.435
C 1.874 -0.048 0.078
C 2.679 -0.432 -1.012
C 2.070 -0.841 -2.240
C 2.867 -1.298 -3.266
C 4.278 -1.370 -3.103
O 4.932 -1.902 -4.167
C 3.912 -2.218 -5.189
C 2.548 -1.750 -4.648
C 4.907 -0.902 -1.936
C 4.115 -0.413 -0.930
C 1.582 0.690 2.384
H 3.281 2.069 6.349
H 2.196 0.696 6.713
H 0.685 1.512 5.140
H 1.837 2.726 4.551
H 4.591 -1.574 3.556
H 3.733 -1.736 1.210
H 0.927 0.447 -0.110
H 0.987 -0.853 -2.370
H 4.215 -1.710 -6.117
H 3.940 -3.307 -5.346
H 1.818 -2.562 -4.681
H 2.137 -0.926 -5.249
H 5.992 -0.941 -1.857
H 4.577 -0.019 -0.025
H 0.717 1.286 2.066

- Strongest force on any atom: 0.062 hartree/bohr
- LUMO: -2.559 eV
- Orbital gap: 0.1180 Ha
- Spin multiplicity: 1
- HOMO: -0.212 Ha

No. 2
Entry from the Open Molecules 2025 dataset: a molecular structure, C25H20F4N7S2Ti (the ωB97M-V functional and the def2-TZVPD basis).

Element x y z (Å)
Ti -0.410 0.074 -0.168
C 0.926 1.385 -2.698
N 0.290 1.872 -1.461
C 1.244 2.767 -0.786
C -0.951 2.625 -1.785
C -2.150 1.780 -1.350
N -1.876 1.296 -0.008
C -2.265 1.937 1.129
C -1.832 1.388 2.349
F -0.983 0.312 2.251
C -2.178 1.869 3.588
F -1.701 1.260 4.674
C -3.000 2.973 3.702
C -3.425 3.562 2.527
F -4.199 4.643 2.586
C -3.070 3.078 1.280
F -3.504 3.749 0.195
H 1.754 0.719 -2.458
H 1.318 2.221 -3.287
H 0.208 0.837 -3.307
H 1.530 3.598 -1.441
H 2.147 2.222 -0.516
H 0.799 3.177 0.120
H -1.002 2.874 -2.848
H -0.974 3.558 -1.223
H -2.229 0.905 -2.016
H -3.072 2.348 -1.435
H -3.290 3.366 4.665
S 5.185 -4.584 0.097
N 4.936 -3.221 0.916
C 3.832 -2.679 0.443
C 3.221 -1.453 0.904
C 3.742 -0.654 1.906
C 3.028 0.481 2.308
C 1.822 0.763 1.722
N 1.290 0.015 0.727
C 2.001 -1.084 0.291
C 1.453 -1.806 -0.810
N 0.333 -1.270 -1.418
C -0.208 -1.955 -2.448
C 0.298 -3.141 -2.918
C 1.440 -3.688 -2.322
C 2.030 -3.014 -1.268
C 3.235 -3.450 -0.603
N 3.908 -4.549 -0.883
H 4.682 -0.929 2.363
H 3.401 1.127 3.089
H 1.233 1.608 2.056
H -1.091 -1.517 -2.899
H -0.182 -3.637 -3.750
H 1.873 -4.620 -2.657
S -2.323 -3.877 0.893
C -3.444 -2.858 0.093
C -2.911 -1.627 -0.089
N -1.623 -1.483 0.375
C -1.197 -2.596 0.924
H -4.427 -3.210 -0.169
H -3.416 -0.784 -0.535
H -0.224 -2.701 1.383

- Strongest force on any atom: 0.044 hartree/bohr
- ⟨S²⟩: 2.02
- LUMO (alpha / beta): -3.127 / -3.590 eV
- Orbital gap (alpha / beta): 0.2065 / 0.2638 Ha
- Spin multiplicity: 3
- Net charge: +1
- HOMO (alpha / beta): -0.321 / -0.396 Ha

No. 3
Entry from the Open Molecules 2025 dataset: a molecular structure, C25H20N7O2SY (the ωB97M-V functional and the def2-TZVPD basis).

Element x y z (Å)
Y -0.336 -1.232 0.050
C -4.769 -0.414 -1.047
C -4.770 -0.210 -2.415
C -3.572 -0.274 -3.114
C -2.400 -0.539 -2.429
N -2.400 -0.736 -1.093
C -3.561 -0.678 -0.426
C -1.077 -0.623 -3.107
C -0.931 -0.505 -4.479
C 0.337 -0.591 -5.027
C 1.427 -0.790 -4.202
C 1.220 -0.903 -2.836
N -0.015 -0.824 -2.309
C 2.335 -1.130 -1.870
C 3.662 -1.172 -2.257
C 4.640 -1.407 -1.299
C 4.267 -1.600 0.020
C 2.922 -1.543 0.335
N 1.976 -1.305 -0.583
H -5.676 -0.377 -0.463
H -5.692 -0.003 -2.943
H -3.569 -0.114 -4.181
H -3.515 -0.866 0.639
H -1.786 -0.353 -5.119
H 0.476 -0.507 -6.096
H 2.416 -0.861 -4.627
H 3.951 -1.024 -3.286
H 5.681 -1.441 -1.589
H 4.996 -1.794 0.793
H 2.572 -1.700 1.348
N -1.130 -7.144 6.084
C -1.074 -6.170 5.155
C 0.097 -5.397 5.001
C 0.156 -4.407 4.057
C -0.957 -4.162 3.247
C -2.131 -4.911 3.386
C -2.186 -5.902 4.329
S -0.875 -2.961 2.047
O -0.449 -3.460 0.699
O -2.149 -2.255 1.860
N 0.261 -1.865 2.286
C -0.109 -0.647 2.861
N -0.213 -0.473 4.164
C -0.500 0.759 4.573
C -0.673 1.826 3.696
C -0.570 1.551 2.354
N -0.297 0.309 1.923
H -0.347 -7.342 6.680
H -1.958 -7.699 6.205
H 0.949 -5.586 5.641
H 1.049 -3.805 3.951
H -2.989 -4.703 2.761
H -3.090 -6.485 4.450
H -0.591 0.899 5.644
H -0.888 2.822 4.051
H -0.709 2.316 1.601

- Strongest force on any atom: 0.005 hartree/bohr
- LUMO: -6.409 eV
- Orbital gap: 0.2345 Ha
- Spin multiplicity: 1
- Net charge: +2
- HOMO: -0.470 Ha